Below is a structure of composition C24H38AsF5N2P2PtSbSe5Si2 in a non-equilibrium geometry, with properties calculated with the ωB97M-V functional and the def2-TZVPD basis.

LUMO level (spin up / spin down) in eV: 2.04 / 0.87
Energy in eV: -473760.144
Kohn-Sham gap (spin up / spin down) in eV: 5.766 / 4.706
ΔE to the lowest compared entry with this formula, charge and spin in kJ/mol: 234.5

```
! wB97M-V def2-TZVPD RIJCOSX def2/J DEFGRID3
* xyz -1 5
Pt -0.33 0.81 0.67
C -3.11 2.63 0.70
P -1.85 2.10 -0.51
C -1.57 3.60 -1.53
C -2.97 1.11 -1.58
C -2.40 0.59 -2.89
P -0.94 -0.53 -2.65
C -1.70 -1.88 -1.65
C -1.07 -1.37 -4.30
H -3.90 3.20 0.21
H -2.67 3.25 1.48
H -3.54 1.74 1.18
H -2.52 4.13 -1.60
H -1.21 3.32 -2.51
H -0.83 4.27 -1.07
H -3.83 1.77 -1.80
H -3.34 0.28 -0.97
H -2.04 1.43 -3.50
H -3.18 0.07 -3.44
H -2.71 -2.14 -2.00
H -1.75 -1.58 -0.60
H -1.05 -2.76 -1.73
H -2.07 -1.76 -4.47
H -0.36 -2.19 -4.36
H -0.84 -0.66 -5.09
C 2.36 -3.60 -1.70
Si 2.41 -2.78 0.02
C 4.23 -2.45 0.51
C 1.65 -4.10 1.18
As 1.38 -0.66 -0.25
Si 2.63 0.48 -1.95
C 2.73 -0.67 -3.48
C 1.60 2.02 -2.40
C 4.42 0.85 -1.39
H 2.52 -4.67 -1.61
H 3.13 -3.21 -2.35
H 1.40 -3.44 -2.19
H 4.74 -3.36 0.81
H 4.31 -1.75 1.34
H 4.78 -2.02 -0.33
H 1.92 -5.10 0.83
H 0.57 -4.05 1.21
H 2.01 -4.00 2.20
H 1.84 -1.27 -3.59
H 3.60 -1.32 -3.42
H 2.84 -0.06 -4.37
H 1.09 1.92 -3.35
H 2.18 2.95 -2.42
H 0.83 2.16 -1.63
H 4.62 0.55 -0.37
H 4.61 1.92 -1.45
H 5.14 0.35 -2.03
Se -1.11 -0.42 3.15
N -2.13 -0.69 1.69
C -3.37 -0.95 2.14
C -4.46 -1.30 1.34
C -5.69 -1.50 1.94
C -5.85 -1.38 3.32
C -4.80 -1.07 4.14
C -3.54 -0.84 3.57
N -2.45 -0.51 4.28
H -4.33 -1.42 0.28
H -6.54 -1.77 1.33
H -6.84 -1.55 3.75
H -4.91 -0.98 5.21
Se -1.43 5.64 1.48
Sb 0.38 3.93 1.64
Se -0.58 1.73 2.83
Se 1.35 4.64 3.81
Se 1.84 5.02 -0.22
F 2.68 2.13 0.25
C 2.73 1.41 1.39
C 2.15 0.14 1.37
C 2.13 -0.49 2.61
F 1.56 -1.72 2.69
C 2.64 0.07 3.77
F 2.59 -0.62 4.92
C 3.25 1.33 3.73
F 3.80 1.85 4.82
C 3.29 2.00 2.51
F 3.86 3.20 2.40
*
```

Below is a structure of composition C24H38AsFeO5S2Se in a non-equilibrium geometry, with properties calculated with the ωB97M-V functional and the def2-TZVPD basis.

LUMO level (spin up / spin down) in eV: 1.78 / 1.78
Energy in eV: -217986.167
Kohn-Sham gap (spin up / spin down) in eV: 5.475 / 5.764

```
! wB97M-V def2-TZVPD RIJCOSX def2/J DEFGRID3
* xyz -1 5
Fe 3.15 -10.51 -18.42
O 0.65 -13.04 -18.89
S 0.94 -11.70 -19.31
O -0.09 -10.95 -20.02
O 2.32 -11.63 -19.94
O 1.36 -10.95 -17.87
C 6.22 -11.41 -21.06
C 6.34 -12.91 -20.69
C 5.24 -13.45 -19.80
S 5.05 -12.86 -18.07
O 4.83 -11.26 -18.22
C 6.64 -13.08 -17.41
C 7.53 -11.81 -17.31
C 7.32 -10.98 -16.04
H 6.99 -11.03 -21.74
H 6.23 -10.77 -20.19
H 5.37 -11.23 -21.69
H 7.31 -13.15 -20.25
H 6.32 -13.52 -21.59
H 5.36 -14.51 -19.58
H 4.25 -13.25 -20.31
H 7.10 -13.84 -18.03
H 6.48 -13.43 -16.38
H 7.45 -11.24 -18.25
H 8.55 -12.19 -17.32
H 6.30 -10.55 -15.98
H 8.01 -10.12 -16.13
H 7.67 -11.51 -15.13
C 2.19 -13.23 -13.02
As 2.22 -12.37 -14.80
C 1.06 -13.65 -15.75
C 0.85 -10.95 -14.44
C 0.04 -11.04 -13.22
C -1.14 -11.80 -13.19
C -1.82 -12.00 -11.97
C -1.37 -11.35 -10.83
C -0.26 -10.52 -10.89
C 0.51 -10.45 -12.05
H 1.16 -13.49 -12.79
H 2.60 -12.53 -12.26
H 2.82 -14.12 -13.04
H 0.06 -13.25 -15.62
H 1.15 -14.63 -15.31
H 1.28 -13.64 -16.84
H 0.24 -10.95 -15.36
H 1.46 -10.05 -14.39
H -1.61 -12.23 -14.08
H -2.70 -12.66 -11.92
H -1.90 -11.54 -9.89
H -0.09 -9.90 -9.98
H 1.40 -9.84 -12.05
C -2.41 -5.77 -15.24
C -1.24 -6.42 -15.90
C -1.37 -7.06 -17.13
C -0.31 -7.55 -17.84
C -0.46 -8.00 -19.25
C 0.99 -7.57 -17.25
Se 2.53 -7.97 -18.28
C 1.10 -7.08 -15.92
C 2.38 -7.16 -15.20
C 0.03 -6.45 -15.31
H -2.25 -4.68 -15.30
H -2.47 -6.06 -14.18
H -3.30 -6.10 -15.78
H -2.39 -7.07 -17.48
H -1.53 -7.92 -19.43
H -0.14 -9.04 -19.40
H 0.08 -7.30 -19.89
H 2.74 -8.22 -15.06
H 2.31 -6.64 -14.25
H 3.18 -6.63 -15.78
H 0.18 -5.98 -14.35
*
```

Below is a structure of composition C24H38BrNO4P2RuS2, with properties calculated with the ωB97M-V functional and the def2-TZVPD basis.

LUMO level (spin up / spin down) in eV: -1.92 / -3.77
Energy in eV: -148051.129
Kohn-Sham gap (spin up / spin down) in eV: 8.151 / 6.992
ΔE to the lowest compared entry with this formula, charge and spin in kJ/mol: 0.0

```
! wB97M-V def2-TZVPD RIJCOSX def2/J DEFGRID3
* xyz 1 6
Ru 0.41 -0.87 0.05
O 2.41 -1.72 -0.02
N 3.39 -0.96 0.47
C 4.61 -1.10 -0.08
C 5.68 -0.40 0.39
C 5.49 0.48 1.46
C 4.24 0.61 2.00
C 3.15 -0.12 1.50
S 1.56 0.03 2.13
H 4.65 -1.81 -0.90
H 6.65 -0.53 -0.07
H 6.32 1.05 1.86
H 4.04 1.29 2.82
C 1.18 -4.26 -1.15
P -0.27 -3.30 -0.61
C -1.09 -4.40 0.58
C -1.35 -3.30 -2.08
C -0.67 -2.57 -3.24
P -0.05 -0.92 -2.72
C -1.39 0.19 -3.25
C 1.29 -0.55 -3.88
H 0.89 -5.22 -1.57
H 1.83 -4.41 -0.29
H 1.75 -3.69 -1.89
H -1.22 -5.40 0.17
H -2.06 -3.98 0.84
H -0.49 -4.45 1.48
H -2.29 -2.81 -1.80
H -1.59 -4.33 -2.35
H -1.35 -2.47 -4.09
H 0.19 -3.16 -3.59
H -1.57 0.09 -4.32
H -1.12 1.23 -3.02
H -2.30 -0.04 -2.70
H 0.99 -0.69 -4.92
H 2.16 -1.17 -3.66
H 1.58 0.50 -3.73
C -0.35 1.32 5.10
C -1.28 0.90 3.96
C -1.51 -0.61 4.01
S -2.37 -1.41 2.63
O -1.34 -1.45 1.51
C -3.68 -0.20 2.25
C -3.33 0.84 1.19
C -3.57 0.34 -0.22
H -0.19 2.40 5.08
H 0.62 0.83 5.00
H -0.77 1.05 6.07
H -0.84 1.18 3.01
H -2.23 1.43 4.06
H -2.04 -0.92 4.91
H -0.55 -1.13 3.99
H -3.95 0.23 3.21
H -4.52 -0.82 1.92
H -2.29 1.16 1.29
H -3.95 1.72 1.38
H -2.93 -0.53 -0.42
H -3.34 1.10 -0.96
H -4.61 0.04 -0.36
Br -0.01 7.58 -2.26
C 0.12 5.76 -1.78
C 1.32 5.09 -1.98
C 1.41 3.76 -1.63
C 0.31 3.10 -1.08
C -0.88 3.79 -0.89
C -0.98 5.13 -1.24
C 0.41 1.66 -0.72
O -0.62 1.07 -0.25
O 1.47 1.02 -0.90
H 2.17 5.61 -2.41
H 2.33 3.21 -1.77
H -1.73 3.27 -0.46
H -1.90 5.67 -1.09
*
```

Below is a structure of composition C24H38Cl4EuN5O2S in a non-equilibrium geometry, with properties calculated with the ωB97M-V functional and the def2-TZVPD basis.

LUMO level (spin up / spin down) in eV: -2.55 / -2.55
Energy in eV: -117303.731
Kohn-Sham gap (spin up / spin down) in eV: 6.502 / 6.861
ΔE to the lowest compared entry with this formula, charge and spin in kJ/mol: 55.6

```
! wB97M-V def2-TZVPD RIJCOSX def2/J DEFGRID3
* xyz 1 8
Eu -0.08 -0.63 -0.18
N -0.44 -1.45 4.54
C -0.34 -0.04 3.95
C -1.55 0.81 4.25
C -1.51 1.99 3.26
N -1.68 1.50 1.88
C -0.15 2.70 3.39
C 1.10 1.82 3.29
N 1.32 1.32 1.92
C 0.97 0.64 4.27
H -1.39 -1.65 4.87
H 0.21 -1.63 5.29
H -0.31 -2.10 3.71
H -0.34 -0.23 2.89
H -1.52 1.18 5.28
H -2.48 0.25 4.13
H -2.29 2.69 3.54
H -1.67 2.27 1.23
H -2.59 1.06 1.76
H -0.13 3.18 4.38
H -0.09 3.51 2.66
H 1.95 2.43 3.61
H 2.31 1.16 1.76
H 1.09 2.01 1.21
H 0.96 1.00 5.31
H 1.82 -0.04 4.17
Cl -1.70 1.59 -1.35
C -0.70 2.54 -2.47
C -1.42 3.36 -3.32
C -0.73 4.13 -4.24
C 0.66 4.05 -4.26
C 1.33 3.22 -3.39
Cl 3.07 3.21 -3.53
C 0.69 2.41 -2.44
S 1.53 1.35 -1.32
H -2.50 3.38 -3.26
H -1.26 4.78 -4.92
H 1.23 4.64 -4.97
N 2.26 -1.75 1.21
C 3.60 -2.09 0.69
C 3.57 -3.36 -0.15
C 2.42 -3.40 -1.16
C 2.47 -2.28 -2.18
N 1.14 -1.73 -2.47
H 2.35 -1.04 1.93
H 1.84 -2.56 1.67
H 4.34 -2.20 1.48
H 3.92 -1.24 0.08
H 3.50 -4.23 0.51
H 4.54 -3.44 -0.66
H 1.48 -3.33 -0.62
H 2.40 -4.38 -1.65
H 2.98 -2.62 -3.08
H 3.05 -1.43 -1.81
H 0.61 -2.37 -3.06
H 1.25 -0.87 -3.00
Cl -1.24 -3.79 -1.12
C -2.34 -3.12 -2.35
Cl -2.08 -1.39 -2.68
H -3.35 -3.24 -1.99
H -2.18 -3.67 -3.26
O -0.64 -2.24 1.74
C -1.87 -2.00 1.48
O -2.24 -1.24 0.56
C -2.94 -2.62 2.35
C -4.21 -2.04 2.37
C -5.20 -2.55 3.20
C -4.92 -3.65 4.01
C -3.66 -4.25 3.98
C -2.67 -3.72 3.15
H -4.41 -1.20 1.72
H -6.18 -2.10 3.21
H -5.69 -4.06 4.65
H -3.46 -5.12 4.58
H -1.70 -4.19 3.10
*
```

Below is a structure of composition C24H38FN6O5PtS2 in a non-equilibrium geometry, with properties calculated with the ωB97M-V functional and the def2-TZVPD basis.

LUMO level (spin up / spin down) in eV: -7.04 / -9.65
Energy in eV: -72289.188
Kohn-Sham gap (spin up / spin down) in eV: 8.535 / 5.891
ΔE to the lowest compared entry with this formula, charge and spin in kJ/mol: 97.2

```
! wB97M-V def2-TZVPD RIJCOSX def2/J DEFGRID3
* xyz 3 5
Pt -0.13 0.01 -0.07
C 0.66 -6.73 4.18
C 1.36 -6.58 2.83
N 1.36 -5.18 2.37
C 0.35 -4.77 1.60
C 0.24 -3.50 1.08
C -0.95 -3.21 0.20
O -1.55 -4.13 -0.30
O -1.26 -1.96 0.05
C 1.26 -2.55 1.30
O 1.36 -1.41 0.76
C 2.31 -2.99 2.20
C 3.32 -2.09 2.55
C 4.34 -2.46 3.38
F 5.29 -1.54 3.63
C 4.43 -3.76 3.94
C 3.39 -4.63 3.61
C 2.35 -4.29 2.74
N 5.43 -4.15 4.82
C 5.99 -5.49 4.76
C 6.17 -6.04 6.19
N 6.53 -4.91 7.11
C 7.31 -3.86 6.39
C 6.40 -3.19 5.36
H 0.68 -7.77 4.49
H -0.38 -6.42 4.11
H 1.15 -6.13 4.95
H 0.83 -7.18 2.09
H 2.38 -6.95 2.87
H -0.42 -5.49 1.36
H 3.30 -1.09 2.15
H 3.38 -5.61 4.06
H 6.96 -5.46 4.25
H 5.36 -6.17 4.20
H 6.97 -6.78 6.20
H 5.26 -6.50 6.55
H 7.05 -5.26 7.92
H 5.68 -4.47 7.45
H 8.18 -4.33 5.93
H 7.67 -3.12 7.10
H 7.03 -2.74 4.59
H 5.84 -2.38 5.83
N -1.15 0.65 1.75
N -1.43 1.99 2.01
C -1.16 2.95 1.12
N -1.46 4.22 1.39
S -0.47 2.59 -0.39
H -2.00 0.10 1.64
H -0.59 0.24 2.49
H -1.88 2.24 2.88
H -1.95 4.51 2.22
H -1.19 4.93 0.73
O -1.90 0.16 -1.37
S -2.59 -1.11 -1.91
C -3.50 -0.34 -3.31
C -2.45 -0.21 -4.40
C -1.73 -1.55 -4.44
C -1.34 -1.89 -3.00
H -3.91 0.61 -2.97
H -4.31 -1.02 -3.58
H -1.76 0.60 -4.16
H -2.91 0.01 -5.36
H -0.84 -1.50 -5.07
H -2.39 -2.32 -4.84
H -0.39 -1.42 -2.70
H -1.33 -2.95 -2.79
C 3.61 0.71 -0.48
C 2.50 1.74 -0.75
C 3.04 3.17 -0.66
O 1.47 1.55 0.19
H 4.38 0.84 -1.23
H 3.19 -0.30 -0.55
H 4.03 0.86 0.51
H 2.13 1.57 -1.77
H 3.41 3.39 0.34
H 2.24 3.88 -0.89
H 3.85 3.30 -1.37
*
```

Below is a structure of composition C24H38N3O2PRuSi in a non-equilibrium geometry, with properties calculated with the ωB97M-V functional and the def2-TZVPD basis.

LUMO level (spin up / spin down) in eV: 0.33 / -0.31
Energy in eV: -53811.786
Kohn-Sham gap (spin up / spin down) in eV: 4.673 / 6.922

```
! wB97M-V def2-TZVPD RIJCOSX def2/J DEFGRID3
* xyz 0 5
Ru -0.15 0.12 -0.09
Si -0.09 1.84 -1.73
P -2.25 -0.18 -0.83
N 0.40 -1.38 -1.03
H -1.22 0.56 1.75
C -3.18 -1.38 0.19
H -4.21 -1.50 -0.15
H -3.20 -1.04 1.22
H -2.69 -2.36 0.15
C -3.43 1.23 -0.93
H -4.42 0.85 -1.22
H -3.11 1.95 -1.67
H -3.51 1.71 0.04
C -2.42 -0.96 -2.50
H -3.46 -1.11 -2.75
H -1.91 -1.92 -2.48
H -1.96 -0.33 -3.25
C -0.51 3.63 -1.31
H 0.07 3.95 -0.46
H -1.57 3.76 -1.10
H -0.24 4.23 -2.17
H 1.43 1.85 -1.91
H -0.77 1.57 -3.06
C 1.17 -2.05 -1.92
C 2.30 -4.12 -2.58
C 1.66 -3.37 -1.61
C 1.48 -1.48 -3.20
C 2.12 -2.25 -4.15
C 2.52 -3.57 -3.87
H 2.63 -5.13 -2.35
H 1.45 -3.73 -0.61
H 1.17 -0.46 -3.38
H 2.31 -1.83 -5.16
H 3.01 -4.17 -4.63
C -0.98 1.70 1.96
O -0.04 1.88 0.98
C -0.52 1.22 3.33
H -1.07 1.70 4.14
H 0.55 1.41 3.56
H -0.72 0.11 3.45
C -1.81 2.97 2.13
H -2.70 2.76 2.74
H -2.13 3.42 1.19
H -1.29 3.77 2.67
C 4.80 -0.77 4.44
N 3.70 -0.92 3.54
N 3.59 -0.36 2.33
C 2.34 -0.52 1.86
O 1.96 0.01 0.74
C 1.56 -1.25 2.76
C 2.47 -1.45 3.92
C 2.22 -2.06 5.20
C 4.77 0.03 1.61
C 5.93 -0.77 1.64
C 7.05 -0.38 0.88
C 6.98 0.74 0.06
C 5.81 1.51 0.00
C 4.70 1.15 0.78
H 5.65 -1.46 4.19
H 4.48 -1.00 5.46
H 5.21 0.27 4.42
H 0.62 -1.54 2.74
H 2.87 -2.95 5.39
H 2.36 -1.36 6.06
H 1.17 -2.41 5.24
H 5.95 -1.67 2.23
H 7.95 -0.99 0.93
H 7.83 1.03 -0.55
H 5.74 2.38 -0.65
H 3.77 1.74 0.76
*
```